Entry 1:
The following is a DFT calculation (the ωB97M-V functional and the def2-TZVPD basis) of a 15-piece molecular cluster, C86H74Br2F14 overall in a non-equilibrium geometry.

XYZ file:
```
176
Properties=species:S:1:pos:R:3
Br -2.35820 -0.96476 0.78096
C -0.62946 -0.05726 0.41951
C 0.19304 -0.95918 -0.45227
Br 1.84669 -0.02612 -0.91009
H -0.06019 0.29608 1.27928
H -0.78045 0.88324 -0.11036
H -0.36458 -1.27915 -1.33249
H 0.57023 -1.81757 0.10360
F -2.83507 2.89461 0.15546
C -2.66712 4.01009 0.84777
C -1.71147 4.87576 0.41136
C -1.26372 5.79067 1.34436
C -1.88637 5.91763 2.62780
C -2.92447 5.06021 2.93568
C -3.30540 4.09831 2.06590
H -1.22572 4.67620 -0.53237
H -0.46014 6.46090 1.07706
H -1.64125 6.64155 3.39086
H -3.47884 5.29187 3.83311
H -4.05959 3.35654 2.28360
F 3.62791 9.40175 0.25412
C 2.97971 8.28321 0.00398
C 1.72843 8.35041 -0.63859
C 1.05024 7.21639 -1.03307
C 1.52950 5.99940 -0.58011
C 2.75421 5.90076 0.03559
C 3.46250 7.04368 0.27251
H 1.32497 9.32466 -0.87193
H 0.16097 7.29008 -1.64148
H 0.98860 5.09211 -0.80519
H 3.06808 4.95142 0.44380
H 4.48200 6.97137 0.62152
F -8.94891 0.43093 -2.45417
C -8.07200 0.95567 -1.61756
C -8.46659 2.06139 -0.89171
C -7.54492 2.49028 0.13840
C -6.28512 2.01750 0.19528
C -5.81184 1.10405 -0.74464
C -6.72025 0.50237 -1.59350
H -9.44924 2.48457 -1.03911
H -7.78531 3.27828 0.83673
H -5.67464 2.40291 0.99852
H -4.76596 0.83672 -0.77714
H -6.28095 -0.25856 -2.22152
F 4.27064 -8.69915 1.68974
C 3.26007 -7.99927 1.19097
C 2.31458 -8.83945 0.47939
C 1.18379 -8.22737 0.01263
C 1.08665 -6.79428 0.04931
C 2.01917 -6.01676 0.63221
C 3.17144 -6.61714 1.12219
H 2.30181 -9.91628 0.39771
H 0.39734 -8.86723 -0.35952
H 0.24871 -6.39741 -0.50456
H 1.90469 -4.95050 0.50414
H 4.01205 -5.97283 1.33342
F -3.13827 -1.75173 -2.41671
C -3.19257 -2.23852 -3.66566
C -4.02253 -1.67831 -4.59954
C -4.05878 -2.15403 -5.96650
C -3.16125 -3.18069 -6.30223
C -2.24293 -3.66848 -5.39297
C -2.36393 -3.33219 -4.06551
H -4.75270 -0.90402 -4.41591
H -4.75765 -1.80818 -6.71375
H -3.20400 -3.54773 -7.31705
H -1.56531 -4.45670 -5.68612
H -1.86110 -3.93486 -3.32364
F 2.94594 0.99821 2.58807
C 2.08638 1.63813 3.37197
C 1.99414 1.36340 4.77410
C 1.03874 2.06623 5.50975
C 0.15963 2.90214 4.88607
C 0.10486 3.02102 3.45749
C 1.07414 2.35641 2.71874
H 2.56579 0.52566 5.14534
H 1.06461 1.95481 6.58368
H -0.62773 3.37707 5.45255
H -0.75958 3.47279 2.99373
H 1.09823 2.27553 1.64205
F 0.38804 0.27129 -4.52152
C -0.07356 0.94441 -5.52146
C 0.37475 2.22762 -5.88374
C -0.27017 2.80198 -6.95515
C -1.28164 2.13258 -7.67683
C -1.63014 0.77989 -7.41125
C -1.03296 0.21725 -6.28308
H 1.14505 2.78592 -5.37254
H -0.07379 3.81834 -7.26310
H -1.78671 2.63176 -8.49055
H -2.36795 0.24097 -7.98710
H -1.27421 -0.79800 -6.00476
F -2.46576 -6.07611 0.34474
C -3.58950 -5.50121 0.78004
C -4.89091 -5.97636 0.47402
C -6.03185 -5.27738 0.85666
C -5.86644 -4.04919 1.43915
C -4.54893 -3.49811 1.71713
C -3.45741 -4.24642 1.40184
H -4.98341 -7.00237 0.14973
H -7.01082 -5.71786 0.73838
H -6.74946 -3.51719 1.76110
H -4.47718 -2.49745 2.11706
H -2.50305 -3.75269 1.51056
F 2.11357 -1.66163 2.39530
C 3.18955 -2.43234 2.18559
C 4.19043 -1.88511 1.42572
C 5.47556 -2.43206 1.46635
C 5.70490 -3.54349 2.31103
C 4.74574 -4.02865 3.06651
C 3.45134 -3.46427 3.00376
H 4.01075 -1.00302 0.82902
H 6.23685 -1.90044 0.91479
H 6.72700 -3.85887 2.46018
H 4.96984 -4.89722 3.66798
H 2.65460 -3.73344 3.68138
F -6.43137 1.44954 3.47910
C -5.28761 1.77523 4.16277
C -5.48752 2.64869 5.22267
C -4.44976 2.98359 5.98988
C -3.16265 2.46067 5.81489
C -2.95187 1.61225 4.71104
C -4.02426 1.29302 3.89434
H -6.47584 2.98176 5.50317
H -4.50240 3.53748 6.91554
H -2.33830 2.66508 6.48201
H -2.07486 0.98714 4.63038
H -3.85991 0.54868 3.12927
F 0.71535 -4.17734 -1.51174
C 1.80564 -3.85893 -2.29886
C 1.86034 -4.37635 -3.59320
C 2.94149 -4.04028 -4.48098
C 3.94104 -3.25964 -4.01357
C 3.90627 -2.83360 -2.67599
C 2.81921 -3.09762 -1.81003
H 1.15010 -5.04240 -4.06047
H 2.94672 -4.48187 -5.46656
H 4.82823 -3.14099 -4.61791
H 4.78098 -2.39902 -2.21511
H 2.81880 -2.77936 -0.77798
F 3.95459 -0.50262 -6.16244
C 4.50031 0.68619 -5.94569
C 5.51065 1.11773 -6.82243
C 6.19131 2.30752 -6.62315
C 5.85212 3.06625 -5.48672
C 4.86452 2.61529 -4.60799
C 4.17021 1.42919 -4.78314
H 5.74285 0.54449 -7.70781
H 6.95903 2.67120 -7.29004
H 6.38124 3.91955 -5.08883
H 4.53475 3.22986 -3.78338
H 3.50506 1.06616 -4.01361
F 7.54051 3.14561 3.06855
C 6.78251 2.97827 1.95087
C 6.53377 4.07082 1.20592
C 5.66092 4.00468 0.08586
C 5.24623 2.79308 -0.31554
C 5.64116 1.63552 0.38870
C 6.31183 1.77175 1.57574
H 6.94292 5.00899 1.55066
H 5.41464 4.88407 -0.49070
H 4.67669 2.69901 -1.22832
H 5.41393 0.63997 0.03706
H 6.41661 0.85719 2.14053
F -3.26473 -4.34939 5.08499
C -2.41583 -3.39230 5.62166
C -1.39657 -2.94905 4.76294
C -0.67386 -1.82846 5.18244
C -0.88964 -1.16849 6.39526
C -1.82557 -1.64729 7.33152
C -2.55402 -2.81694 6.86258
H -1.25712 -3.43880 3.81052
H -0.05687 -1.32338 4.45401
H -0.33686 -0.24287 6.45900
H -2.07266 -1.16653 8.26652
H -3.38897 -3.15242 7.45984
```

The HOMO energy is -8.78 eV. The value obtained for the HOMO-LUMO gap is 9.2 eV. The molar mass is 1533.3 g/mol. Its spin multiplicity is 1.

Entry 2:
The following is a DFT calculation (the ωB97M-V functional and the def2-TZVPD basis) of a 12-piece molecular cluster, C87H200N12O19 overall in a non-equilibrium geometry.

XYZ file:
```
318
Properties=species:S:1:pos:R:3
C -8.33146 -2.95092 -0.18637
O -7.73565 -2.72291 1.12248
C -8.50409 -1.77600 1.89733
C -7.98553 -1.87856 3.32203
N -6.60258 -1.43471 3.41985
C -6.46221 0.02161 3.68311
C -5.00096 0.41697 3.73348
O -4.52821 -0.24607 4.85992
C -3.11461 -0.50426 4.82116
H -7.75437 -3.62259 -0.84133
H -8.38619 -1.96006 -0.64753
H -9.31171 -3.36539 -0.07968
H -9.56734 -2.04698 1.88105
H -8.28952 -0.77395 1.48235
H -7.99489 -2.88816 3.64940
H -8.64126 -1.25285 3.93018
H -6.05759 -1.96428 4.09311
H -6.84006 0.28030 4.67637
H -6.96722 0.59704 2.88484
H -4.87673 1.50603 3.86832
H -4.46059 0.11551 2.78459
H -2.92902 -1.07966 5.71361
H -2.53708 0.41720 4.78476
H -2.80952 -1.10784 3.97978
C -1.07231 3.04820 -3.30999
O -1.78575 1.85034 -3.65972
C -2.28549 1.80565 -4.98177
C -2.12579 0.34660 -5.50099
N -0.70457 -0.01258 -5.48597
C -0.52440 -1.41648 -5.75584
C 0.89034 -1.95442 -5.83266
O 1.48949 -1.94171 -4.49738
C 2.69054 -2.73468 -4.50698
H -0.24901 3.27612 -4.01750
H -0.56626 2.85135 -2.37759
H -1.70179 3.92977 -3.21193
H -1.69981 2.40803 -5.62110
H -3.34281 2.10057 -4.94016
H -2.54257 0.25610 -6.53500
H -2.61856 -0.34777 -4.80405
H -0.35768 0.18651 -4.52541
H -1.08102 -1.61617 -6.69146
H -0.99396 -2.03302 -4.97825
H 1.47532 -1.33379 -6.54847
H 0.80498 -2.99039 -6.21542
H 2.44581 -3.66074 -5.04743
H 3.04955 -2.91425 -3.47624
H 3.44390 -2.20183 -5.17285
C 5.81139 -1.95309 -1.01859
O 5.36657 -2.63405 -2.15590
C 6.30081 -3.60353 -2.67100
C 6.39418 -4.86353 -1.92597
N 5.10716 -5.54336 -1.80616
C 4.92377 -6.50938 -0.75227
C 3.63064 -7.23613 -0.85517
O 2.50402 -6.38451 -0.68497
C 1.29502 -7.08579 -0.89412
H 6.02455 -2.59672 -0.13972
H 4.95075 -1.31491 -0.70458
H 6.69560 -1.37362 -1.33108
H 7.30954 -3.17623 -2.73330
H 5.91069 -3.80542 -3.67912
H 6.75919 -4.65149 -0.92727
H 7.16593 -5.52410 -2.33045
H 4.32455 -4.93981 -1.86218
H 5.00787 -6.03537 0.24856
H 5.68377 -7.31843 -0.77958
H 3.61909 -8.01561 -0.12940
H 3.50545 -7.77693 -1.84182
H 1.07732 -7.33880 -1.97082
H 0.48797 -6.40575 -0.57967
H 1.22275 -8.02503 -0.31488
C 7.90992 4.60055 -8.94820
O 6.80024 3.81345 -9.28602
C 5.69779 3.83067 -8.39687
C 4.56668 3.08699 -9.00904
N 3.58454 3.05582 -7.94892
C 2.48789 2.13151 -8.09488
C 1.83440 1.93050 -6.72765
O 2.79363 1.58369 -5.76410
C 2.33000 1.63089 -4.41102
H 8.42211 4.28277 -8.03327
H 7.56416 5.67657 -8.88809
H 8.57578 4.55726 -9.81552
H 5.34513 4.84127 -8.22746
H 6.02084 3.33456 -7.47066
H 4.95813 2.10901 -9.22969
H 4.18570 3.47817 -10.00610
H 4.06141 2.67533 -7.15290
H 2.94259 1.16474 -8.37527
H 1.75637 2.53977 -8.77245
H 0.97530 1.24571 -6.72493
H 1.55002 3.00620 -6.47637
H 1.64058 0.79110 -4.20627
H 1.68994 2.54850 -4.20273
H 3.23333 1.58240 -3.80797
C -5.83958 -6.14282 -0.87198
O -4.83627 -7.11611 -0.98162
C -5.08188 -7.94655 -2.08482
C -3.67677 -8.54835 -2.50731
N -2.61372 -7.56407 -2.58868
C -2.78528 -6.53096 -3.57254
C -1.43913 -5.89234 -3.92833
O -0.73618 -5.46181 -2.78900
C 0.51098 -4.89783 -3.24330
H -6.81350 -6.59153 -0.65933
H -5.87863 -5.64333 -1.88905
H -5.55263 -5.40214 -0.13311
H -5.53354 -7.34564 -2.91485
H -5.87857 -8.67684 -1.87024
H -3.81638 -9.08634 -3.48819
H -3.27791 -9.26198 -1.75536
H -2.41066 -7.19109 -1.65933
H -3.45288 -5.70273 -3.18479
H -3.24904 -6.97963 -4.47801
H -1.54070 -4.99138 -4.46977
H -0.89157 -6.66578 -4.49478
H 1.14397 -5.65550 -3.72813
H 1.04299 -4.41672 -2.39931
H 0.29819 -4.07427 -3.95112
C 5.09368 0.57876 8.98769
O 5.98897 0.25531 7.98389
C 7.03894 1.19397 7.96257
C 7.87983 1.01214 6.71827
N 7.26243 1.44610 5.47319
C 6.09921 0.69210 5.02359
C 5.56806 1.22500 3.73997
O 6.52244 1.04966 2.68323
C 5.92001 1.38493 1.43444
H 4.58466 -0.36110 9.26812
H 4.38600 1.30817 8.71243
H 5.67842 0.88518 9.86561
H 7.66552 1.02201 8.87000
H 6.63249 2.23011 7.92634
H 8.13772 -0.08651 6.59342
H 8.88816 1.41462 6.83803
H 7.86732 1.51821 4.65446
H 5.31761 0.66868 5.83027
H 6.36124 -0.37218 4.90755
H 5.27536 2.26529 3.82915
H 4.66299 0.68267 3.52077
H 5.55447 2.41600 1.56729
H 5.02500 0.74190 1.23273
H 6.61977 1.25925 0.62834
C 7.08068 -2.44888 2.95782
O 5.87704 -3.20623 2.83932
C 4.73255 -2.49472 3.36164
C 3.55741 -3.40283 3.17065
N 3.16059 -3.68703 1.80806
C 1.81045 -4.24373 1.68525
C 1.49978 -5.60613 2.25359
O 1.19097 -5.45829 3.57426
C 0.84130 -6.65474 4.19423
H 6.89554 -1.42066 2.66892
H 7.63454 -2.91800 2.18802
H 7.50275 -2.47427 3.95685
H 4.58530 -1.51998 2.82466
H 5.01244 -2.33104 4.38986
H 2.78127 -2.77829 3.62234
H 3.67670 -4.23769 3.78236
H 3.93457 -4.30371 1.43002
H 1.74653 -4.31222 0.55812
H 1.18717 -3.40892 2.03764
H 2.42998 -6.25742 2.18232
H 0.66755 -6.02236 1.63393
H 0.72715 -6.48493 5.26412
H 1.62116 -7.40258 4.09181
H -0.03002 -7.06904 3.68323
C 3.29887 5.89215 -3.97782
C 2.68645 6.16198 -2.61932
C 1.22529 5.61980 -2.60278
C 0.65220 5.41810 -1.17588
C 1.63899 4.73660 -0.27483
C 2.97647 5.39497 -0.21451
N 3.52573 5.41369 -1.61178
O 4.76633 6.18547 -1.54752
C 2.79936 6.77214 0.47915
C 3.80220 4.44784 0.58271
C 2.59210 7.69101 -2.40094
H 3.22320 4.82966 -4.12902
H 4.32842 6.18539 -4.00598
H 2.70050 6.42540 -4.73324
H 0.60051 6.22896 -3.18803
H 1.17876 4.60711 -3.02959
H -0.23052 4.73653 -1.19649
H 0.37298 6.36891 -0.67747
H 1.75477 3.68048 -0.59201
H 1.21225 4.80375 0.74057
H 1.71019 7.08787 0.53700
H 3.17849 6.74380 1.52788
H 3.43994 7.49165 -0.03073
H 4.82292 4.78215 0.74160
H 3.27525 4.19386 1.54433
H 3.94732 3.46503 0.07330
H 3.45607 8.14080 -1.94279
H 1.69348 7.92156 -1.82295
H 2.41817 8.10029 -3.36203
H 5.44277 5.51775 -1.57243
C -4.18715 5.25818 -1.13875
C -5.68389 5.14270 -1.51617
C -5.84259 4.58699 -2.90075
C -5.52120 3.11290 -2.99628
C -6.30730 2.29730 -1.91822
C -6.13383 2.82468 -0.51349
N -6.40759 4.23681 -0.59992
O -6.08816 4.75759 0.72898
C -7.15559 2.09905 0.40355
C -4.78488 2.40933 0.10204
C -6.36580 6.50801 -1.44090
H -3.65433 5.83029 -1.84326
H -3.70124 4.30830 -1.19022
H -3.99551 5.69662 -0.12987
H -6.88241 4.74545 -3.24626
H -5.17946 5.11599 -3.59642
H -4.42677 3.07674 -2.91079
H -5.86064 2.73723 -3.96818
H -5.97869 1.28525 -2.04368
H -7.35949 2.36234 -2.12198
H -8.11520 2.27817 -0.05572
H -6.98492 1.02292 0.39869
H -7.17059 2.50770 1.38317
H -4.56283 3.11578 0.90000
H -4.78530 1.42915 0.56141
H -3.88588 2.45867 -0.50141
H -6.44910 6.83404 -0.41928
H -7.41802 6.36279 -1.73670
H -5.76233 7.26869 -1.97448
H -6.92582 5.12261 0.98099
C -5.35147 -5.04694 3.38694
C -3.91293 -4.77925 2.86204
C -3.35767 -6.17295 2.33223
C -2.24860 -6.13992 1.25923
C -2.50274 -5.06582 0.25636
C -2.90656 -3.66650 0.84216
N -4.07628 -3.87171 1.70854
O -4.44824 -2.60328 2.27328
C -1.68385 -2.91622 1.52025
C -3.43325 -2.72010 -0.31801
C -3.04812 -4.29918 4.04478
H -5.34848 -5.85501 4.07494
H -5.85222 -4.22711 3.85715
H -5.95735 -5.29395 2.51957
H -3.02594 -6.77764 3.14558
H -4.20492 -6.62012 1.80974
H -1.31552 -5.94590 1.83502
H -2.22470 -7.12528 0.78487
H -3.32341 -5.41281 -0.38017
H -1.62645 -4.86234 -0.34342
H -1.09821 -3.66202 2.09033
H -2.00475 -2.18851 2.24012
H -1.07195 -2.51593 0.72248
H -4.45649 -3.00229 -0.46077
H -2.79884 -2.81351 -1.26957
H -3.38871 -1.67817 0.01533
H -3.18104 -5.04529 4.84808
H -1.97968 -4.41376 3.81400
H -3.32668 -3.32669 4.42839
H -5.43136 -2.54487 2.31378
C -3.42323 7.24816 4.31282
C -2.74570 5.90872 4.29774
C -3.14987 5.25641 2.95336
C -2.36836 3.96839 2.62822
C -0.87810 4.47696 2.53626
C -0.30851 5.08149 3.87043
N -1.28184 6.16759 4.20958
O -0.86141 6.91911 5.29276
C -0.12536 4.05485 4.97473
C 1.02718 5.72937 3.49619
C -3.18233 5.06552 5.48547
H -3.35933 7.81759 5.22565
H -4.50378 7.13754 4.10925
H -2.96975 7.77049 3.49041
H -4.23700 5.10836 2.96327
H -2.96097 6.03075 2.15473
H -2.64413 3.51760 1.69905
H -2.46839 3.21137 3.40269
H -0.76847 5.27252 1.82969
H -0.23122 3.63902 2.16559
H -0.93809 3.33299 4.96383
H 0.73908 3.40413 4.72010
H 0.10836 4.40708 5.99403
H 1.52943 6.31488 4.28005
H 1.79689 5.03545 3.05670
H 0.86071 6.41452 2.66232
H -2.79953 5.33121 6.44867
H -3.01803 4.00280 5.37020
H -4.25641 5.17734 5.63410
H -0.56599 6.29986 5.96957
C 1.68873 -1.99456 -1.15847
C 1.47768 -0.60329 -0.53614
C -0.00666 -0.12591 -0.87962
C -0.33051 1.10347 -0.05622
C -0.34071 0.68474 1.37456
C 1.01726 0.26223 1.83099
N 1.53174 -0.78142 0.90389
O 2.93322 -1.05745 1.28433
C 1.87290 1.51591 2.02256
C 0.90795 -0.48163 3.16961
C 2.51629 0.46146 -1.18931
H 2.66766 -2.36762 -0.90108
H 1.69302 -1.92744 -2.23965
H 0.89706 -2.68941 -0.79096
H -0.17986 0.08111 -1.91524
H -0.58279 -0.97615 -0.56937
H -1.30661 1.40373 -0.32189
H 0.29363 1.97931 -0.23620
H -1.00593 -0.15578 1.57021
H -0.72556 1.50106 2.01888
H 1.78442 2.30081 1.25868
H 1.59010 1.81731 2.99590
H 2.91685 1.16472 2.03873
H 0.33549 -1.40905 3.09031
H 1.95981 -0.64213 3.58430
H 0.31886 0.12310 3.82863
H 3.39994 0.66935 -0.61024
H 1.89904 1.31531 -1.43329
H 2.64783 -0.03126 -2.16072
H 2.98690 -2.05418 1.31159
```

The calculation puts the energy above the lowest of the compared OMol25 structures with the same formula, charge and spin at 21.8 kcal/mol. The HOMO energy is -7.98 eV. The value obtained for the HOMO-LUMO gap is 8.5 eV. The molar mass is 1718.6 g/mol. As for the structure (SMILES): CC1(C)CCCC(C)(C)N1O.CC1(C)CCCC(C)(C)N1O.CC1(C)CCCC(C)(C)N1O.CC1(C)CCCC(C)(C)N1O.CC1(C)CCCC(C)(C)N1O.COCCNCCOC.COCCNCCOC.COCCNCCOC.COCCNCCOC.COCCNCCOC.COCCNCCOC.COCCNCCOC. Its spin multiplicity is 1.